--- one ---
This record from the Open Molecules 2025 dataset describes a single C10H12O2S molecule. The level of theory is ωB97M-V/def2-TZVPD.

Properties
Gap between HOMO and LUMO (spin up / spin down) ... 5.477 / 8.653 eV
Spin multiplicity ... 1
E_LUMO (spin up / spin down) ... -1.7 / 0.7 eV

Atoms and positions in Å:
H -3.449 0.220 1.539
C 0.971 1.206 -0.505
C 2.658 1.067 1.208
H -0.381 1.374 -2.002
H -1.132 -0.458 -1.398
C -1.860 -0.904 0.524
C 1.776 0.251 -1.228
H 4.470 0.096 0.648
O -2.688 1.191 -0.208
C -1.124 -1.254 -0.704
H -1.679 0.948 1.699
H 3.083 1.516 2.014
C 3.043 -0.164 -0.846
H 0.805 2.137 1.277
O -1.319 2.979 0.936
C 1.443 1.567 0.795
H 1.450 0.109 -2.221
H -1.247 -2.346 -1.021
H -2.019 -1.691 1.186
H -0.048 -1.103 -0.555
C 3.532 0.351 0.374
H 3.517 -0.992 -1.313
S -1.579 2.544 -0.427
C -0.219 1.612 -1.007
C -2.468 0.412 0.920

These are the natural (NBO) partial charges, in e, on atoms 1 to 2: H 0.21; C -0.09


--- two ---
This record from the Open Molecules 2025 dataset describes 2 unconnected molecules or ions with the total composition C10H12O2S. The level of theory is ωB97M-V/def2-TZVPD.

Properties
Gap between HOMO and LUMO (spin up / spin down) ... 8.068 / 8.071 eV
Spin multiplicity ... 1
E_LUMO (spin up / spin down) ... -0.8 / -0.8 eV

Atoms and positions in Å:
C -3.449 -0.487 0.074
H -4.445 -0.825 0.361
C -0.072 -2.026 -0.158
C -1.215 -1.107 0.050
O 1.114 -0.046 -1.939
H 1.199 2.065 1.295
H -2.696 -2.604 0.347
H 3.625 2.038 1.088
C 1.480 1.546 0.438
C 0.720 0.321 0.158
H -0.235 -3.193 -0.036
H -1.460 2.230 -0.130
C -0.743 0.202 0.076
H 1.260 2.276 -0.331
H 1.946 -0.321 -1.633
C 3.028 1.240 0.584
C -2.520 -1.517 0.199
H -3.628 1.601 -0.361
C -3.038 0.824 -0.136
S 1.337 -1.362 0.667
H 3.176 0.383 1.133
C -1.717 1.193 -0.068
H 0.335 -1.854 -1.134
H 3.496 1.098 -0.413
O 2.502 -1.672 -0.130

These are the natural (NBO) partial charges, in e, on atoms 1 to 2: C -0.17; H 0.22


Which structure is the least stable? The one labeled one.


--- one ---
This record from the Open Molecules 2025 dataset describes a molecular structure, C35H40CrN4P2. The level of theory is ωB97M-V/def2-TZVPD.

Properties
Gap between HOMO and LUMO (spin up / spin down) ... 7.533 / 7.107 eV
Spin multiplicity ... 5
E_LUMO (spin up / spin down) ... 0.0 / -0.7 eV
⟨S²⟩ ... 6.0600

Atoms and positions in Å:
H 1.932 7.970 -0.830
H -1.725 -1.986 2.478
H 5.891 -2.420 -0.254
H -2.007 -3.399 -2.522
H 4.036 3.373 1.123
N 3.661 -0.295 0.956
C 3.508 6.746 -1.861
C -9.592 -5.043 1.576
H 5.824 0.221 2.687
C 2.293 6.988 -1.141
C -1.937 -3.874 -0.443
C -2.322 -3.221 0.831
C -5.836 -3.166 1.036
N 2.267 2.630 -3.053
H 1.787 -1.308 0.665
C -1.856 -0.356 -1.015
C -7.086 -3.815 1.129
C -0.416 -1.438 0.806
H -10.567 -5.487 1.784
C 3.631 5.372 -1.967
C -0.693 -0.210 -0.093
C 3.909 2.462 -0.866
H 6.728 1.235 5.020
C 1.781 1.765 -5.103
C 2.993 2.518 -5.204
C 3.289 2.986 -3.935
H -1.086 -4.577 -0.340
H -3.100 -1.457 -2.351
H 2.632 2.567 4.209
C 4.998 -1.892 0.058
H 5.772 0.092 0.765
C 5.308 0.875 3.372
C -4.834 0.105 0.126
C 1.365 1.819 -3.772
C 2.854 -1.360 0.532
H -4.960 0.464 -0.921
H 4.633 3.145 -1.329
H -2.943 -3.858 1.486
H 5.227 2.102 0.830
Cr -3.365 -1.284 0.343
H -6.294 -5.436 2.332
C -9.496 -3.936 0.711
C 4.664 2.183 5.107
H 4.477 4.805 -2.329
H -0.540 -2.852 -1.719
H -10.405 -3.566 0.223
H 3.317 -3.296 -0.444
H -8.486 -6.540 2.693
H 1.305 1.219 -5.911
H -4.588 0.963 0.796
H 0.800 5.500 -0.337
P 3.029 1.242 1.589
H -0.889 0.665 0.545
C 5.748 1.401 4.579
C -1.617 -2.122 1.384
H 3.593 2.706 -6.089
C -2.345 -1.574 -1.566
H 4.223 7.470 -2.253
H 4.688 2.745 6.046
C -8.257 -3.344 0.481
H -2.219 0.575 -1.481
C 3.625 2.124 4.189
H -5.835 -0.265 0.446
C 1.703 5.750 -0.888
C 4.179 2.389 0.642
P 2.149 2.965 -1.294
C -8.422 -5.608 2.113
H 0.242 0.035 -0.633
H -8.184 -2.513 -0.212
H 0.211 -2.120 0.234
H 0.504 1.388 -3.272
H 0.197 -1.054 1.630
C -1.639 -2.910 -1.606
C 4.970 -0.625 0.607
N 3.984 1.267 3.126
H -2.795 -4.495 -0.748
H 4.157 3.538 -3.600
H 4.058 1.459 -1.296
N 2.500 4.737 -1.442
C -7.192 -4.992 1.897
C -4.764 -2.517 0.954
C 3.649 -2.350 -0.014

These are the Löwdin partial charges, in e, on atoms 1 to 2: H 0.09; H 0.13


--- two ---
This record from the Open Molecules 2025 dataset describes a molecular structure, C35H40CrN4P2. The level of theory is ωB97M-V/def2-TZVPD.

Properties
Gap between HOMO and LUMO (spin up / spin down) ... 7.288 / 7.674 eV
Spin multiplicity ... 5
E_LUMO (spin up / spin down) ... 0.0 / -0.1 eV
⟨S²⟩ ... 6.0686

Atoms and positions in Å:
C 1.480 2.338 -5.468
H 0.799 -0.208 -0.755
C -1.356 -0.184 -1.110
Cr -2.438 0.119 0.876
H -6.331 -5.776 3.752
H 7.210 0.711 3.585
H 3.295 2.241 -1.809
P 2.717 0.204 1.307
C -5.985 -2.888 1.918
C 6.153 0.751 3.379
C 0.042 -1.385 0.812
H 2.435 2.492 0.767
C -5.629 -4.074 2.608
H 0.455 -2.220 0.255
H 4.060 1.916 0.319
H 2.076 2.480 -6.352
N 1.383 4.117 -1.534
H 5.267 0.221 -0.413
H 2.959 1.677 3.704
H -1.408 -4.486 -0.214
H 3.207 4.155 -2.693
H -2.223 -3.627 2.093
C 2.474 6.098 -1.872
H -1.411 0.740 -1.696
C -1.614 -2.672 -1.322
H 5.338 2.117 4.970
C -2.092 -1.286 -1.486
C -6.614 -4.891 3.183
C -8.334 -3.461 2.298
C 5.168 1.495 4.106
H -1.235 1.938 -3.552
H 2.281 -2.666 0.555
H 2.970 2.532 -3.800
C 1.962 2.406 -4.176
C 2.491 4.729 -2.127
C 4.696 -0.693 -0.509
H -0.106 0.734 0.416
C -4.078 -1.098 1.322
H 3.195 6.821 -2.243
C -4.986 -1.930 1.547
H 0.824 -1.108 1.545
C -1.724 -3.050 1.306
H -2.807 2.428 1.826
H -8.745 -5.183 3.571
C 2.981 1.683 0.244
N 3.591 -0.942 0.312
C -0.283 2.091 -4.061
H -4.578 -4.329 2.748
H 5.909 -0.564 1.590
H -2.053 -3.255 -2.146
H -0.254 4.900 -0.375
C -7.364 -2.637 1.712
C 3.088 -2.212 -0.021
C -0.132 -0.218 -0.164
H -0.524 -2.735 -1.466
H 3.694 -3.690 -1.521
H -1.304 -1.355 2.572
C 0.079 2.124 -5.394
N 0.893 2.238 -3.298
H -0.605 2.042 -6.226
H 5.699 -1.898 -2.037
N 4.134 0.424 2.384
C -1.968 -3.543 -0.065
H -9.389 -3.220 2.177
C -7.975 -4.574 3.073
C 3.942 1.285 3.485
H -3.035 -3.797 -0.096
C 3.861 -2.734 -1.038
H -4.223 1.321 2.085
C 4.892 -1.794 -1.325
C 5.494 0.092 2.341
H 1.015 7.320 -0.677
P 0.858 2.328 -1.521
H 2.585 0.628 -1.683
C -1.121 -1.866 1.607
H -7.662 -1.758 1.139
C 0.667 5.133 -0.886
H -3.045 -1.129 -1.993
H -4.042 2.326 0.602
C -3.520 1.744 1.356
C 2.556 1.644 -1.259
C 1.322 6.354 -1.064

These are the Löwdin partial charges, in e, on atoms 1 to 2: C -0.09; H 0.08


Which structure is the least stable? The one labeled two.


--- one ---
This record from the Open Molecules 2025 dataset describes a molecular structure, C2H6N6. The level of theory is ωB97M-V/def2-TZVPD.

Properties
Gap between HOMO and LUMO ... 8.259 eV
Spin multiplicity ... 1
E_LUMO ... 0.4 eV

Atoms and positions in Å:
N -1.096 -0.378 2.704
N -0.601 -0.078 -2.469
H -1.840 -0.327 1.641
H 1.818 0.054 -1.910
H -0.429 0.900 -2.880
N -0.819 -0.063 -0.029
C -0.118 0.054 -1.147
N 1.313 0.178 -0.905
N 0.155 -0.350 2.156
H 2.358 0.103 0.786
N 1.526 -0.501 0.358
H -1.674 -0.406 -2.337
H -0.898 0.931 3.113
C 0.305 -0.116 0.918

These are the natural (NBO) partial charges, in e, on atoms 1 to 2: N -0.58; N -0.84


--- two ---
This record from the Open Molecules 2025 dataset describes 2 unconnected molecules or ions with the total composition C2H6N6. The level of theory is ωB97M-V/def2-TZVPD.

Properties
Gap between HOMO and LUMO ... 8.532 eV
Spin multiplicity ... 1
E_LUMO ... 0.4 eV

Atoms and positions in Å:
N -2.738 0.211 0.027
N -2.501 -1.041 -0.214
H -2.099 2.598 0.329
N 1.619 -0.186 0.023
N -1.224 -1.416 -0.235
H 1.835 -2.071 -0.613
H -0.467 2.469 0.279
C -0.554 -0.315 -0.035
H 1.784 0.157 0.907
C -1.516 0.696 0.252
N -1.360 2.026 0.552
N 2.099 -1.446 0.191
H 1.988 -1.938 1.000
H -3.194 -1.806 -0.517

These are the natural (NBO) partial charges, in e, on atoms 1 to 2: N -0.29; N -0.17


--- three ---
This record from the Open Molecules 2025 dataset describes a single C2H6N6 molecule. The level of theory is ωB97M-V/def2-TZVPD.

Properties
Gap between HOMO and LUMO ... 9.239 eV
Spin multiplicity ... 1
E_LUMO ... -0.3 eV

Atoms and positions in Å:
H -1.356 -0.948 -1.281
H 1.899 0.833 -1.993
C -0.016 -1.001 1.259
C 0.899 1.246 -1.497
N -2.109 -1.007 0.491
H 0.286 -1.317 3.041
N -1.232 -0.461 -0.434
N -1.347 -1.558 1.414
N 0.705 0.585 -0.066
H 1.261 2.376 -1.309
N 0.045 -0.554 -0.109
H 0.066 1.435 -2.042
N 0.844 -0.947 2.161
H 0.055 1.317 0.366

These are the natural (NBO) partial charges, in e, on atoms 1 to 2: H 0.38; H 0.22


Which structure is the least stable? The one labeled one.


--- one ---
This record from the Open Molecules 2025 dataset describes 2 unconnected molecules or ions with the total composition H2O5P2. The level of theory is ωB97M-V/def2-TZVPD.

Properties
Gap between HOMO and LUMO ... 8.055 eV
Spin multiplicity ... 1
E_LUMO ... 6.2 eV
Net charge ... -2

Atoms and positions in Å:
P 0.221 2.362 -8.031
O -1.039 1.888 -8.638
O 0.362 3.855 -8.021
O -0.630 1.157 0.729
O 0.156 -1.347 0.365
P -0.306 -0.222 -0.519
H -2.477 0.145 -0.961
O -2.063 -0.609 -0.724
H 0.154 1.102 1.262

These are the natural (NBO) partial charges, in e, on atoms 1 to 2: P 1.35; O -1.17


--- two ---
This record from the Open Molecules 2025 dataset describes a molecular structure, H2O5P2. The level of theory is ωB97M-V/def2-TZVPD.

Properties
Gap between HOMO and LUMO ... 6.698 eV
Spin multiplicity ... 1
E_LUMO ... 7.3 eV
Net charge ... -2

Atoms and positions in Å:
H -0.860 1.125 -1.269
P -0.960 -0.957 -0.487
O 0.685 0.181 1.634
H -0.285 -0.174 1.297
P 1.053 -0.067 0.026
O -1.560 -0.750 1.064
O -1.460 0.394 -1.419
O 2.135 -1.025 -0.195
O 1.253 1.274 -0.652

These are the natural (NBO) partial charges, in e, on atoms 1 to 2: H 0.50; P 0.79


Which structure is the least stable? The one labeled two.


--- one ---
This record from the Open Molecules 2025 dataset describes 2 unconnected molecules or ions with the total composition C4H13N2O2. The level of theory is ωB97M-V/def2-TZVPD.

Properties
Gap between HOMO and LUMO (spin up / spin down) ... 10.000 / 6.401 eV
Spin multiplicity ... 2
E_LUMO (spin up / spin down) ... 0.5 / -2.8 eV
⟨S²⟩ ... 0.7579

Atoms and positions in Å:
N 1.213 -0.327 0.820
H 3.236 0.871 -0.748
H 2.560 -0.478 -1.515
C 1.015 0.511 -0.401
H 2.405 1.222 -2.194
H 0.133 -0.510 1.084
H -0.299 0.337 -2.472
N -1.610 0.375 -1.090
H -1.365 -1.694 3.553
C -0.148 0.083 -1.412
O -1.081 -0.789 3.461
H -0.023 -1.062 -1.536
C -1.897 0.453 0.327
H 1.719 -1.128 0.583
H -1.437 1.349 0.713
H -2.195 -0.568 -1.612
H -2.996 0.553 0.318
H -1.103 -0.642 2.497
H 0.971 1.513 0.014
O -1.452 -0.671 0.905
C 2.352 0.601 -1.295

These are the natural (NBO) partial charges, in e, on atoms 1 to 2: N -0.82; H 0.22


--- two ---
This record from the Open Molecules 2025 dataset describes 2 unconnected molecules or ions with the total composition C4H13N2O2. The level of theory is ωB97M-V/def2-TZVPD.

Properties
Gap between HOMO and LUMO (spin up / spin down) ... 4.864 / 8.053 eV
Spin multiplicity ... 2
E_LUMO (spin up / spin down) ... 0.6 / 0.3 eV
⟨S²⟩ ... 0.7535

Atoms and positions in Å:
H 2.027 -0.997 -0.642
H -0.547 -2.443 -2.519
H 2.540 1.197 1.858
C -0.552 0.611 0.992
N 1.645 0.726 2.002
H -0.752 -0.208 1.745
H 1.818 -0.198 2.428
C -1.391 0.306 -0.275
H -1.348 1.864 -1.653
H 1.200 1.334 0.096
O -1.278 -1.811 -2.541
H -1.436 -0.767 -0.459
H -2.494 0.438 -0.152
C 0.945 0.439 0.711
C 1.403 -0.928 0.266
H 1.226 1.378 2.703
H -0.667 0.496 -2.215
O 1.154 -1.990 0.897
H -1.918 -2.131 -3.187
N -0.830 1.041 -1.382
H -0.744 1.643 1.329

These are the natural (NBO) partial charges, in e, on atoms 1 to 2: H 0.11; H 0.49


Which structure is the least stable? The one labeled one.


--- one ---
This record from the Open Molecules 2025 dataset describes a single C4H7BrN2 molecule. The level of theory is ωB97M-V/def2-TZVPD.

Properties
Gap between HOMO and LUMO ... 9.511 eV
Spin multiplicity ... 1
E_LUMO ... 0.8 eV

Atoms and positions in Å:
H -0.217 2.028 -0.339
H -2.038 1.705 -0.775
C 1.470 -0.696 0.277
H -0.087 -1.354 -1.140
C -0.943 1.311 -0.769
Br -0.616 -2.585 1.002
H 2.093 -1.507 0.767
H -1.723 -0.115 0.792
N 1.290 0.402 1.187
H 2.004 -0.199 -0.720
H -0.603 1.059 -1.770
C -0.854 0.151 0.240
N 0.231 0.899 1.332
C -0.007 -1.100 -0.084

These are the natural (NBO) partial charges, in e, on atoms 1 to 2: H 0.24; H 0.23


--- two ---
This record from the Open Molecules 2025 dataset describes 2 unconnected molecules or ions with the total composition C4H7BrN2. The level of theory is ωB97M-V/def2-TZVPD.

Properties
Gap between HOMO and LUMO ... 9.422 eV
Spin multiplicity ... 1
E_LUMO ... 0.8 eV

Atoms and positions in Å:
H -1.406 -3.498 -0.052
N 0.992 1.721 0.413
H 1.019 -0.555 0.127
Br -3.104 1.003 -0.012
N -0.493 -3.281 0.430
C -0.344 1.600 0.613
C 1.160 -1.497 -0.312
C -1.164 1.278 -0.394
H 1.405 2.636 0.511
H 2.029 -1.545 -0.980
H -0.973 1.151 -1.480
H 1.408 1.325 -0.467
C 0.220 -2.371 -0.018
H -0.749 2.033 1.620

These are the natural (NBO) partial charges, in e, on atoms 1 to 2: H 0.39; N -0.82


Which structure is the least stable? The one labeled two.